# 1
{
  "formula": "C21H27IrN2OSSi2",
  "method": "ωB97M-V/def2-TZVPD",
  "symbols": ["Ir", "O", "N", "C", "C", "C", "C", "C", "S", "H", "H", "H", "H", "N", "C", "C", "C", "C", "C", "C", "C", "C", "C", "H", "H", "H", "H", "C", "Si", "C", "C", "C", "Si", "C", "C", "C", "H", "H", "H", "H", "H", "H", "H", "H", "H", "H", "H", "H", "H", "H", "H", "H", "H", "H", "H"],
  "coordinates": [[0.38278, -0.62937, -0.26436], [0.86910, -2.59855, 0.52174], [2.02792, -3.11017, 0.12354], [2.62042, -4.00993, 0.93708], [3.78994, -4.62908, 0.59446], [4.37237, -4.30650, -0.63891], [3.76740, -3.38909, -1.44630], [2.56144, -2.74255, -1.07512], [1.82681, -1.52686, -2.01339], [2.07805, -4.18400, 1.85387], [4.23424, -5.34019, 1.27468], [5.30110, -4.77183, -0.94436], [4.19702, -3.10402, -2.39635], [-7.11316, -0.23217, -6.78580], [-6.27080, -0.18883, -6.00313], [-5.21375, -0.13420, -5.02060], [-3.99549, -0.76525, -5.26648], [-2.99002, -0.72126, -4.32075], [-3.17214, -0.05123, -3.09997], [-4.40247, 0.58242, -2.87479], [-5.40924, 0.54274, -3.82085], [-2.13638, -0.03415, -2.12470], [-1.22993, -0.03812, -1.30256], [-3.84477, -1.28403, -6.20427], [-2.04106, -1.20731, -4.50209], [-4.55441, 1.10483, -1.94022], [-6.35522, 1.03496, -3.63537], [-1.31315, -0.36131, 2.72133], [0.05601, 0.89585, 2.45342], [-0.68638, 2.44732, 1.71178], [0.65089, 1.35552, 4.18713], [1.38487, 0.19898, 1.37482], [2.88423, 1.17273, 0.94859], [4.21180, 0.11865, 0.14202], [2.49181, 2.59795, -0.20203], [3.71304, 1.89072, 2.48722], [-2.19160, 0.10068, 3.18326], [-0.97058, -1.17007, 3.37433], [-1.61855, -0.80859, 1.77247], [-1.53363, 2.79756, 2.30916], [-1.03411, 2.25228, 0.69478], [0.04985, 3.25468, 1.66903], [-0.20365, 1.55732, 4.84085], [1.28116, 2.24703, 4.17656], [1.23233, 0.54389, 4.63412], [1.72537, -0.73225, 1.86980], [3.95719, -0.12390, -0.89125], [4.34582, -0.82679, 0.67935], [5.16883, 0.64896, 0.15307], [1.83703, 2.25088, -1.00503], [3.40260, 3.00707, -0.64987], [1.98091, 3.40955, 0.32102], [3.79094, 1.13655, 3.27573], [3.15473, 2.73666, 2.89479], [4.72347, 2.23799, 2.25064]],
  "forces_ev_per_angstrom": [[-0.438, -1.970, -0.754], [0.581, 0.608, 0.342], [0.087, 0.038, -0.157], [0.090, -0.132, 0.064], [-0.103, 0.054, 0.013], [0.117, -0.134, 0.111], [-0.280, 0.223, -0.129], [0.309, -0.276, -0.015], [-0.445, 0.260, 0.178], [0.001, 0.022, 0.000], [0.006, -0.004, -0.005], [-0.016, 0.010, 0.003], [-0.013, 0.001, 0.000], [-0.040, -0.004, -0.035], [0.283, 0.030, 0.245], [-0.289, -0.059, -0.323], [0.153, -0.030, 0.019], [-0.055, -0.030, -0.091], [0.142, -0.107, 0.189], [-0.142, 0.065, -0.045], [0.036, 0.102, 0.186], [-0.298, -0.020, -0.016], [0.894, 1.247, 0.021], [0.009, -0.015, 0.012], [-0.012, -0.010, -0.020], [0.001, -0.009, 0.007], [0.006, -0.005, 0.016], [-0.079, -0.113, 0.035], [-0.137, 0.109, -0.044], [-0.041, 0.117, -0.061], [0.069, 0.029, 0.098], [-0.548, -0.317, 0.117], [-0.030, 0.202, -0.212], [0.070, -0.161, -0.033], [0.010, 0.093, -0.103], [0.022, 0.015, 0.106], [0.038, 0.002, 0.029], [-0.010, -0.005, -0.023], [-0.037, 0.016, 0.018], [0.015, -0.002, 0.001], [0.011, -0.004, 0.025], [-0.019, 0.007, 0.003], [0.015, -0.010, -0.010], [0.009, -0.006, 0.015], [-0.021, 0.007, 0.010], [0.051, 0.115, 0.161], [0.008, 0.024, 0.029], [0.025, 0.026, -0.001], [-0.004, -0.013, -0.015], [0.015, -0.001, 0.020], [-0.005, 0.007, 0.020], [-0.012, -0.004, -0.011], [0.026, 0.023, 0.002], [-0.006, -0.014, -0.001], [-0.023, 0.005, 0.007]],
  "gap_ev": [6.14, 6.39],
  "multiplicity": 2,
  "s2": 0.7658,
  "charge": -1
}

# 2
{
  "formula": "C2H2I2S",
  "method": "ωB97M-V/def2-TZVPD",
  "symbols": ["I", "C", "S", "C", "I", "H", "H"],
  "coordinates": [[2.43758, 0.65110, 0.09966], [0.50942, -0.24708, -0.52333], [-0.01250, -1.70533, 0.26980], [-0.45244, 0.03574, 0.48521], [-2.48113, 0.63361, -0.01840], [0.33753, 0.06990, -1.70230], [-0.33846, 0.56206, 1.38936]],
  "forces_ev_per_angstrom": [[-0.414, -0.432, -0.463], [1.776, 2.425, -3.614], [-0.205, -0.212, 0.261], [-2.874, -0.568, -0.176], [0.424, -0.171, -0.189], [0.316, -1.241, 3.300], [0.977, 0.199, 0.882]],
  "gap_ev": 8.80,
  "smiles": "I[C@H]1S[C@@H]1I",
  "multiplicity": 1,
  "charge": 0
}

Values for DFT total energy, a.u., ordered as above
-2082.6555, -1070.9258